The following is a DFT calculation (wB97M-V/def2-TZVPD) of an isolated molecule of C29H42N4O3.

The geometry in XYZ format:
```
78
Properties=species:S:1:pos:R:3:forces:R:3:nbo_charge:R:1
O -3.502 -4.113 0.780 -0.060 0.262 0.089 -0.52
O 6.253 -2.063 -1.361 -0.119 -0.140 -0.021 -0.52
O 2.108 -0.714 1.281 0.195 -0.432 -0.236 -0.67
N 1.792 1.496 1.619 0.117 0.185 -0.007 -0.46
N 0.033 0.024 1.904 0.072 0.362 0.352 -0.64
N -3.677 1.924 -1.647 -0.309 0.062 -0.140 -0.45
N 5.756 0.622 -0.620 0.069 -0.106 -0.009 -0.45
C -2.561 2.136 -0.874 0.326 0.222 0.291 0.26
C -2.679 2.671 0.424 -0.131 -0.040 0.028 -0.11
C -4.021 3.040 0.998 -0.132 0.066 -0.096 -0.42
C 3.216 1.704 1.436 0.136 -0.216 -0.199 -0.21
C 5.134 1.874 -0.249 -0.182 0.137 -0.083 -0.20
C -2.853 -1.028 -2.020 -0.206 0.062 -0.087 -0.61
C -0.788 -1.063 1.606 -0.054 -0.410 -0.148 0.21
C -0.307 -2.286 1.157 0.171 0.199 0.022 -0.24
C -3.030 -1.937 1.483 0.035 -0.235 -0.052 -0.26
C 5.619 -0.452 0.351 0.254 -0.259 -0.168 -0.27
C -1.177 -3.322 0.863 -0.382 -0.232 -0.045 -0.31
C -3.124 -5.357 0.233 0.089 -0.300 -0.282 -0.06
C -3.931 -0.283 -2.796 0.242 0.197 0.026 -0.41
C 1.353 0.199 1.563 -0.260 0.251 0.341 0.80
C 0.927 2.664 1.655 -0.126 0.020 0.057 -0.23
C -0.153 2.081 -0.552 -0.081 0.116 0.150 -0.14
C -2.165 -0.904 1.768 0.111 -0.075 0.002 -0.26
C -0.275 2.548 0.749 -0.131 0.294 0.007 -0.12
C 3.606 1.858 -0.036 0.195 -0.041 0.201 -0.45
C -2.833 -5.282 -1.264 -0.075 0.130 0.399 -0.64
C -1.551 2.856 1.203 0.397 -0.062 -0.205 -0.16
C -1.264 1.880 -1.341 0.040 -0.038 -0.133 -0.29
C -3.659 1.226 -2.909 -0.083 -0.355 -0.215 -0.20
C -5.020 3.269 -0.124 -0.046 -0.223 0.107 -0.40
C 6.547 -1.596 -0.064 -0.051 0.137 0.385 -0.07
C -4.983 2.054 -1.040 -0.127 0.231 0.099 -0.20
C 6.342 -1.015 -2.295 -0.146 0.282 -0.261 -0.07
C -2.548 -3.162 1.021 -0.003 0.159 0.057 0.35
C 5.396 0.132 -1.937 0.254 -0.234 -0.041 -0.25
H -4.741 4.158 -0.693 -0.046 0.025 -0.037 0.21
H -5.243 1.157 -0.459 -0.082 0.011 -0.038 0.18
H -3.708 -4.907 -1.791 -0.066 0.016 -0.068 0.21
H -4.379 2.232 1.646 -0.047 0.043 0.030 0.21
H 3.515 2.590 2.005 0.006 -0.053 0.004 0.19
H -2.704 1.389 -3.408 -0.058 0.042 -0.054 0.20
H 7.374 -0.631 -2.328 -0.091 -0.015 -0.032 0.16
H 5.926 -0.082 1.331 -0.032 -0.036 0.056 0.20
H -3.121 -2.076 -1.917 0.036 -0.140 0.059 0.21
H 0.754 -2.421 1.030 0.036 -0.016 0.014 0.26
H 6.083 -1.445 -3.265 0.037 0.068 0.024 0.19
H -6.027 3.412 0.271 -0.008 0.020 -0.022 0.21
H -2.266 -5.776 0.774 -0.106 0.027 0.011 0.17
H -1.105 1.500 -2.336 -0.019 -0.066 -0.084 0.21
H -5.719 2.162 -1.842 0.058 -0.079 0.045 0.20
H -3.923 3.935 1.617 0.014 -0.053 0.031 0.22
H -4.897 -0.435 -2.311 -0.095 -0.007 -0.064 0.19
H -2.593 -6.273 -1.641 0.044 -0.106 -0.075 0.21
H 3.719 0.832 1.856 0.049 0.163 0.010 0.23
H -2.733 -0.614 -1.022 0.066 -0.022 0.107 0.22
H 0.597 2.862 2.686 -0.006 0.097 -0.129 0.19
H -3.988 -6.004 0.409 0.178 0.035 0.019 0.19
H -0.478 0.849 2.181 0.113 -0.145 -0.107 0.40
H -4.435 1.673 -3.543 0.135 0.014 0.022 0.19
H -1.998 -4.616 -1.464 0.074 0.025 -0.076 0.21
H -1.896 -0.969 -2.531 0.159 -0.010 -0.033 0.20
H -0.758 -4.254 0.517 0.001 -0.098 -0.054 0.22
H 4.360 -0.246 -1.977 0.019 0.048 -0.040 0.17
H -4.003 -0.689 -3.807 -0.107 -0.003 -0.035 0.20
H -1.678 3.250 2.204 -0.021 0.036 0.133 0.20
H 5.622 2.219 0.668 0.019 0.101 -0.015 0.19
H 0.823 1.847 -0.947 0.139 -0.082 -0.061 0.21
H 1.536 3.517 1.340 -0.008 -0.076 0.108 0.22
H 6.427 -2.451 0.602 0.041 0.071 0.014 0.19
H 7.590 -1.244 -0.028 -0.087 -0.034 0.037 0.16
H 3.175 1.021 -0.588 -0.084 -0.001 -0.041 0.22
H -4.095 -1.819 1.608 -0.133 0.026 0.016 0.22
H 3.172 2.780 -0.430 -0.069 0.013 -0.043 0.20
H 5.380 2.585 -1.043 0.023 0.035 0.110 0.20
H 4.587 -0.832 0.412 -0.001 0.044 0.076 0.20
H -2.554 0.044 2.115 -0.057 0.114 0.030 0.21
H 5.508 0.941 -2.662 -0.023 -0.012 -0.034 0.20
```
Forces are in eV/Å.

* ΔE to the lowest compared entry with this formula, charge and spin: 7.8 kcal/mol
* spin multiplicity: 1
* frontier orbital gap: 8.0904 eV
* charge: 0
* LUMO: 0.7 eV
* HOMO energy: -7.36 eV
* DFT total energy: -42858.1899 eV
* structure (SMILES): CCCN1CCCc2cc(CN(CCCN3CCOCC3)C(=O)Nc3ccc(OCC)cc3)ccc21